(1)
Density functional theory data (wB97M-V/def2-TZVPD) for a cluster of 3 separate species, C34H51F16N2O4 in total.

* HOMO: -12.6 eV
* LUMO: -4.773 eV

Geometry as ORCA input:
```
! RIJCOSX wB97M-V def2-TZVPD def2/J DEFGRID3
* xyz 1 1
C 5.965 -1.751 2.848
C 4.931 -0.821 3.648
C 5.073 0.743 3.267
C 4.121 1.171 2.026
C 4.878 2.299 1.135
C 5.706 1.683 -0.103
C 5.934 2.845 -1.188
C 5.952 2.267 -2.707
C 6.981 1.046 -2.916
C 6.290 -0.296 -3.504
C 5.902 -1.354 -2.343
C 5.764 -2.871 -2.890
C 5.104 -3.766 -1.702
C 3.710 -4.466 -2.123
C 2.545 -4.073 -1.063
C 1.242 -3.468 -1.849
C 1.327 -1.883 -2.017
C 2.453 -1.325 -2.975
C 2.431 0.226 -3.061
C 1.431 1.067 -2.240
N 0.487 0.420 -1.427
N 0.501 -0.900 -1.401
C -0.600 -1.494 -0.523
C -1.753 -0.368 -0.277
C -3.074 -1.118 0.322
C -4.420 -0.510 -0.337
O -5.397 -0.123 0.354
O -4.573 -0.424 -1.759
H 5.950 -1.396 1.747
H 7.026 -1.758 3.287
H 5.604 -2.842 2.832
H 5.085 -0.999 4.778
H 3.861 -1.147 3.394
H 4.819 1.337 4.206
H 6.146 1.037 2.969
H 3.776 0.277 1.405
H 3.201 1.687 2.498
H 5.613 2.823 1.853
H 4.109 3.086 0.817
H 5.093 0.800 -0.511
H 6.727 1.339 0.284
H 5.016 3.545 -1.139
H 6.909 3.427 -1.062
H 6.151 3.144 -3.421
H 4.865 1.925 -2.923
H 7.605 0.815 -1.973
H 7.728 1.383 -3.730
H 7.063 -0.815 -4.166
H 5.392 -0.048 -4.192
H 6.747 -1.360 -1.576
H 4.960 -0.980 -1.810
H 6.811 -3.304 -3.060
H 5.168 -2.905 -3.865
H 4.973 -3.073 -0.789
H 5.835 -4.605 -1.433
H 3.855 -5.607 -2.107
H 3.443 -4.202 -3.207
H 2.199 -4.985 -0.474
H 2.893 -3.283 -0.301
H 0.254 -3.857 -1.441
H 1.329 -3.899 -2.919
H 3.179 -1.991 -3.541
H 3.173 0.768 -3.740
H 1.406 2.216 -2.291
H -0.198 -1.825 0.494
H -1.148 -2.342 -1.082
H -2.101 0.054 -1.296
H -1.396 0.482 0.390
H -3.060 -2.231 0.005
H -3.101 -1.105 1.460
H -4.060 0.351 -2.106
C -7.372 1.537 -2.838
C -6.430 2.688 -2.427
C -6.732 3.350 -1.081
F -7.950 3.918 -1.044
F -5.840 4.345 -0.835
F -6.388 3.603 -3.424
F -5.167 2.159 -2.350
O -8.439 1.859 -3.742
C -9.629 2.380 -3.184
C -9.912 3.817 -3.635
F -8.903 4.654 -3.311
F -11.026 4.298 -3.034
F -9.595 2.245 -1.845
F -10.625 1.573 -3.613
H -6.756 0.832 -3.401
H -7.729 0.965 -1.978
H -6.661 2.628 -0.263
H -10.054 3.865 -4.718
C -4.039 0.169 4.187
C -3.313 -1.011 4.871
C -4.190 -2.212 5.230
F -5.167 -1.901 6.098
F -3.445 -3.177 5.827
F -2.645 -0.551 5.954
F -2.352 -1.450 3.998
O -4.425 1.263 5.029
C -5.653 1.147 5.722
C -5.472 1.111 7.243
F -4.681 0.087 7.631
F -6.663 0.942 7.864
F -6.340 0.091 5.247
F -6.374 2.240 5.383
H -3.316 0.612 3.497
H -4.861 -0.163 3.547
H -4.646 -2.648 4.337
H -5.021 2.039 7.603
*
```



(2)
Density functional theory data (wB97M-V/def2-TZVPD) for the molecule C4H7NO2.

* energy above the lowest of the compared OMol25 structures with the same formula, charge and spin: 152.8 kJ/mol
* HOMO: -9.9 eV
* LUMO: 0.879 eV
* SMILES: C[C@@]1(C(N)=O)CO1

Geometry as ORCA input:
```
! RIJCOSX wB97M-V def2-TZVPD def2/J DEFGRID3
* xyz 0 1
C 1.212 -1.275 0.099
C 0.268 -0.115 -0.049
C -0.937 -0.080 0.895
N -1.960 0.621 0.287
O -0.861 -0.548 2.013
C 0.710 1.173 -0.597
O -0.049 0.268 -1.391
H 2.037 -1.171 -0.611
H 1.605 -1.309 1.117
H 0.697 -2.220 -0.101
H -2.944 0.466 0.224
H -1.706 0.816 -0.674
H 0.189 2.082 -0.294
H 1.740 1.293 -0.919
*
```



(3)
Density functional theory data (wB97M-V/def2-TZVPD) for a cluster of 2 separate species, C39H44N3Si in total.

* energy above the lowest of the compared OMol25 structures with the same formula, charge and spin: 5.3 kJ/mol
* HOMO: -9.1 eV
* LUMO: -5.607 eV

Geometry as ORCA input:
```
! RIJCOSX wB97M-V def2-TZVPD def2/J DEFGRID3
* xyz 1 1
C -5.408 -5.847 -2.357
N -4.891 -5.221 -1.149
C -5.400 -5.865 0.054
C -3.603 -4.667 -1.150
C -3.393 -3.259 -1.166
C -2.115 -2.747 -1.171
C -0.957 -3.595 -1.161
C 0.327 -2.988 -1.155
C 1.613 -3.593 -1.161
C 2.773 -2.748 -1.170
C 4.050 -3.264 -1.167
C 4.256 -4.672 -1.151
N 5.543 -5.227 -1.149
C 6.053 -5.869 0.054
C 6.062 -5.851 -2.358
C 3.139 -5.525 -1.141
C 1.865 -4.999 -1.158
C -1.212 -5.000 -1.157
C -2.488 -5.522 -1.140
H -4.859 -5.495 -3.236
H -5.334 -6.944 -2.305
H -6.468 -5.586 -2.463
H -4.849 -5.523 0.936
H -6.460 -5.609 0.168
H -5.323 -6.961 -0.012
H -4.267 -2.606 -1.172
H -1.959 -1.668 -1.189
H 0.325 -1.895 -1.157
H 2.623 -1.669 -1.182
H 4.926 -2.614 -1.176
H 5.501 -5.527 0.935
H 5.978 -6.965 -0.011
H 7.113 -5.612 0.169
H 5.512 -5.499 -3.236
H 7.122 -5.588 -2.464
H 5.989 -6.949 -2.307
H 3.289 -6.608 -1.125
H 1.065 -5.718 -1.174
H -0.414 -5.722 -1.171
H -2.641 -6.605 -1.125
C 1.717 2.302 -2.545
C 1.459 3.678 -2.544
C 0.792 4.266 -1.461
C 0.416 3.490 -0.355
Si -0.481 4.238 1.091
C -0.651 6.076 0.852
C -1.930 6.651 0.818
C -2.083 8.027 0.620
C -0.953 8.842 0.460
C 0.327 8.275 0.487
C 0.476 6.895 0.675
C -2.144 3.432 1.292
C -2.818 2.959 0.155
C -4.092 2.390 0.272
C -4.697 2.279 1.531
C -4.027 2.744 2.669
C -2.753 3.316 2.552
C 0.542 3.941 2.682
C 1.962 4.554 2.661
C 2.816 3.543 3.451
C 2.065 2.202 3.325
N 0.728 2.561 2.929
C 0.685 2.113 -0.360
C 1.314 1.516 -1.458
H 2.225 1.841 -3.393
H 1.772 4.294 -3.389
H 0.556 5.331 -1.478
H -2.805 6.011 0.941
H -3.083 8.463 0.585
H -1.071 9.914 0.304
H 1.212 8.902 0.355
H 1.474 6.453 0.671
H -2.343 3.039 -0.825
H -4.614 2.038 -0.619
H -5.689 1.835 1.624
H -4.495 2.666 3.652
H -2.235 3.683 3.440
H -0.094 4.481 3.423
H 2.305 4.599 1.616
H 1.986 5.573 3.063
H 3.839 3.487 3.070
H 2.854 3.844 4.508
H 2.524 1.583 2.538
H 2.098 1.622 4.259
H -0.051 1.930 3.067
H 0.400 1.507 0.503
H 1.485 0.438 -1.463
*
```



(4)
Density functional theory data (wB97M-V/def2-TZVPD) for a cluster of 2 separate species, C4H4 in total.

* energy above the lowest of the compared OMol25 structures with the same formula, charge and spin: 599.2 kJ/mol
* HOMO (spin up / spin down): -9.6 / -9.4 eV
* LUMO (spin up / spin down): -1.169 / -1.059 eV

Geometry as ORCA input:
```
! RIJCOSX wB97M-V def2-TZVPD def2/J DEFGRID3
* xyz 0 1
C -0.971 -0.047 0.043
C -2.230 -0.097 -0.108
C 0.304 0.819 0.104
C 0.353 -0.611 0.256
H 0.575 1.283 -0.835
H 0.390 1.469 0.969
H 0.652 -1.265 1.047
H 0.926 -1.551 -1.478
*
```



(5)
Density functional theory data (wB97M-V/def2-TZVPD) for a structure of composition C33H62Cl17NO5SSi2.

* HOMO: -7.3 eV
* LUMO: -0.413 eV

Geometry as ORCA input:
```
! RIJCOSX wB97M-V def2-TZVPD def2/J DEFGRID3
* xyz 0 1
C -1.251 -1.055 0.134
C -0.621 -1.448 -1.038
Si 0.299 -0.111 -1.949
C 1.644 0.543 -0.773
C 2.898 -0.282 -1.031
O 4.019 -0.033 -0.142
C 3.869 1.006 0.712
O 3.581 0.819 1.849
O -0.778 1.126 -2.328
Si -1.056 1.481 -3.932
C -2.779 1.001 -4.516
C -3.338 -0.257 -3.811
C -4.049 -0.012 -2.472
C -4.842 1.278 -2.389
N -5.524 1.437 -1.108
C -5.495 0.600 -0.030
C -6.246 1.201 0.960
C -6.770 2.409 0.443
C -6.310 2.522 -0.855
C -0.726 3.299 -4.269
C 0.312 3.858 -3.258
C -0.433 4.816 -2.309
C 0.353 5.081 -1.008
S -0.611 4.751 0.466
O -1.437 3.608 0.243
O 0.298 4.631 1.564
Cl -1.740 6.435 0.767
H -2.196 -0.511 0.145
H -0.748 -1.264 1.084
H -0.679 -2.476 -1.395
H 0.995 -0.665 -3.129
H 1.810 1.594 -1.028
H 1.245 0.416 0.233
H 2.632 -1.337 -0.921
H 3.234 -0.140 -2.060
H 4.037 2.034 0.364
H -0.114 0.715 -4.783
H -2.638 0.732 -5.570
H -3.450 1.862 -4.520
H -3.983 -0.798 -4.505
H -2.485 -0.906 -3.589
H -4.727 -0.857 -2.312
H -3.318 -0.042 -1.663
H -5.519 1.442 -3.230
H -4.116 2.099 -2.432
H -4.954 -0.328 -0.016
H -6.408 0.829 1.959
H -7.399 3.141 0.923
H -6.487 3.301 -1.576
H -0.405 3.479 -5.297
H -1.672 3.828 -4.123
H 0.740 3.053 -2.654
H 1.137 4.384 -3.726
H -0.557 5.752 -2.856
H -1.420 4.430 -2.054
H 1.213 4.419 -0.916
H 0.643 6.130 -0.976
Cl -0.970 -4.962 -3.059
C -0.144 -6.199 -2.071
C 0.137 -5.709 -0.675
Cl 1.370 -4.423 -0.647
H 0.769 -6.486 -2.586
H -0.804 -7.064 -2.028
H 0.518 -6.527 -0.066
H -0.760 -5.321 -0.201
Cl 3.648 4.299 -2.557
C 4.469 2.962 -3.415
C 4.252 3.018 -4.907
Cl 2.564 2.652 -5.357
H 4.117 2.024 -2.993
H 5.529 3.059 -3.197
H 4.876 2.271 -5.395
H 4.507 3.995 -5.310
Cl -7.647 -0.558 -1.036
C -8.793 -1.860 -1.459
C -8.561 -3.093 -0.627
Cl -7.013 -3.889 -1.030
H -8.695 -2.075 -2.521
H -9.798 -1.479 -1.278
H -9.349 -3.821 -0.813
H -8.552 -2.860 0.435
Cl 6.867 1.717 -1.392
C 7.465 0.702 -0.047
C 7.383 1.410 1.280
Cl 8.533 2.766 1.393
H 8.482 0.407 -0.279
H 6.842 -0.191 -0.027
H 7.631 0.718 2.083
H 6.385 1.802 1.460
Cl 0.320 -0.631 5.623
C 1.824 -1.573 5.454
C 2.431 -1.430 4.083
Cl 1.437 -2.213 2.828
H 1.598 -2.610 5.687
H 2.519 -1.196 6.204
H 3.408 -1.911 4.060
H 2.558 -0.388 3.805
Cl -0.565 -0.001 9.383
C -1.854 0.449 8.239
C -3.223 0.377 8.865
Cl -3.713 -1.298 9.228
H -1.776 -0.204 7.374
H -1.651 1.469 7.918
H -3.962 0.782 8.176
H -3.267 0.947 9.790
Cl -2.832 -4.019 0.993
C -3.944 -5.368 0.643
C -3.820 -6.484 1.647
Cl -2.259 -7.339 1.515
H -3.741 -5.717 -0.367
H -4.953 -4.960 0.669
H -4.601 -7.222 1.473
H -3.916 -6.116 2.666
Cl 9.809 0.378 4.019
C 11.184 -0.671 3.588
C 11.802 -0.302 2.265
Cl 10.722 -0.667 0.896
H 10.835 -1.701 3.589
H 11.923 -0.558 4.380
H 12.711 -0.880 2.112
H 12.054 0.755 2.223
*
```



(6)
Density functional theory data (wB97M-V/def2-TZVPD) for a structure of composition C48H83FHfN12Si.

* energy above the lowest of the compared OMol25 structures with the same formula, charge and spin: 0.0 kJ/mol
* HOMO: -12.0 eV
* LUMO: -4.957 eV

Geometry as ORCA input:
```
! RIJCOSX wB97M-V def2-TZVPD def2/J DEFGRID3
* xyz 2 1
Hf -0.173 0.165 -0.092
C -0.079 5.239 4.224
N 0.428 3.997 3.665
C 1.260 3.216 4.553
C 0.219 3.647 2.345
N -0.164 2.439 1.964
C -0.805 1.700 3.051
C -1.641 0.543 2.559
N -0.894 -0.564 1.893
C -1.857 -1.681 1.643
C -2.889 -1.323 0.609
N -2.237 -0.892 -0.625
C -2.888 -1.101 -1.768
N -2.233 -0.969 -2.951
C -0.801 -1.122 -3.046
C -2.866 -0.620 -4.213
N -4.181 -1.546 -1.834
C -4.633 -2.460 -2.878
C -5.286 -1.119 -0.985
C 0.220 -1.083 2.719
C 1.517 -0.280 2.648
N 1.771 0.340 1.336
C 2.921 0.978 1.245
N 3.905 0.886 2.203
C 4.707 2.054 2.542
C 4.512 -0.364 2.625
N 3.196 1.792 0.155
C 2.665 3.135 0.078
C 4.511 1.665 -0.458
N 0.434 4.654 1.464
C -0.170 4.674 0.157
C 1.359 5.745 1.721
H -0.624 5.022 5.144
H -0.766 5.708 3.526
H 0.723 5.942 4.463
H 1.988 3.876 5.030
H 1.809 2.469 3.983
H 0.689 2.724 5.346
H -1.496 2.349 3.603
H -0.110 1.323 3.800
H -2.377 0.908 1.850
H -2.167 0.121 3.424
H -2.362 -1.935 2.582
H -1.287 -2.547 1.308
H -3.508 -2.210 0.459
H -3.540 -0.539 0.999
H -0.432 -1.532 -2.108
H -0.309 -0.179 -3.306
H -0.549 -1.849 -3.822
H -3.871 -0.248 -4.060
H -2.898 -1.469 -4.897
H -2.276 0.169 -4.678
H -3.791 -2.961 -3.341
H -5.225 -1.954 -3.641
H -5.269 -3.214 -2.413
H -5.000 -0.315 -0.322
H -5.670 -1.959 -0.402
H -6.092 -0.747 -1.621
H 0.414 -2.100 2.377
H -0.105 -1.133 3.764
H 2.290 -1.000 2.898
H 1.570 0.484 3.425
H 4.205 2.968 2.242
H 5.702 2.019 2.094
H 4.829 2.081 3.627
H 4.179 -1.171 1.986
H 4.299 -0.601 3.669
H 5.594 -0.276 2.508
H 3.322 3.853 0.586
H 1.688 3.168 0.538
H 2.589 3.448 -0.963
H 4.909 0.664 -0.302
H 4.402 1.817 -1.532
H 5.226 2.403 -0.088
H -0.794 3.797 0.052
H 0.591 4.664 -0.629
H -0.766 5.579 0.040
H 0.835 6.686 1.902
H 1.993 5.879 0.843
H 1.991 5.520 2.575
C 3.979 -3.631 0.792
C 2.707 -3.205 1.536
C 2.944 -3.322 3.049
C 1.517 -4.029 1.087
C 1.482 -5.355 1.504
C 0.472 -6.213 1.124
C -0.514 -5.729 0.295
C -0.500 -4.418 -0.176
C -1.563 -4.073 -1.197
C -1.206 -4.647 -2.571
C -2.947 -4.581 -0.769
C 0.513 -3.528 0.231
N 0.684 -2.203 -0.366
C 1.560 -2.357 -1.435
C 1.944 -3.558 -2.069
C 2.778 -3.561 -3.175
C 3.286 -2.386 -3.720
C 2.944 -1.181 -3.122
C 2.120 -1.241 -2.029
F 1.753 -0.022 -1.392
H 4.826 -3.006 1.078
H 3.859 -3.567 -0.288
H 4.237 -4.660 1.042
H 2.489 -2.172 1.272
H 3.092 -4.355 3.347
H 2.104 -2.946 3.638
H 3.848 -2.794 3.350
H 2.279 -5.744 2.117
H 0.468 -7.242 1.452
H -1.294 -6.398 -0.032
H -1.588 -2.991 -1.276
H -1.009 -5.717 -2.496
H -0.320 -4.174 -2.994
H -2.031 -4.517 -3.269
H -3.049 -5.650 -0.942
H -3.732 -4.098 -1.348
H -3.139 -4.408 0.291
H 1.593 -4.501 -1.676
H 3.038 -4.511 -3.620
H 3.931 -2.404 -4.584
H 3.303 -0.228 -3.484
C -2.988 4.343 -1.397
Si -3.122 2.564 -0.779
C -4.522 1.825 -1.805
C -3.769 2.694 0.977
N -1.560 1.715 -0.924
C -0.901 2.076 -2.101
C 0.485 2.133 -2.062
C 1.274 2.417 -3.170
C 0.657 2.720 -4.368
C -0.737 2.716 -4.430
C -1.509 2.388 -3.333
H -3.057 5.038 -0.562
H -3.828 4.553 -2.059
H -2.082 4.573 -1.952
H -4.823 2.538 -2.572
H -5.398 1.643 -1.186
H -4.267 0.900 -2.309
H -4.224 1.786 1.371
H -4.569 3.435 0.928
H -3.032 3.066 1.685
H 0.944 2.013 -1.080
H 2.353 2.425 -3.091
H 1.242 2.976 -5.238
H -1.227 2.967 -5.361
H -2.583 2.374 -3.424
*
```



no.,F_max (eV/A)
1,5.7
2,1.6
3,2.2
4,3.8
5,2.4
6,1.3